The following is a quantum chemistry calculation of an isolated molecule of C5H12, from OMol25.

E_HOMO: -10.9 eV
Kohn-Sham gap: 0.449 Ha
charge: 0
energy relative to the best compared isomer or geometry (same formula, charge and spin): 18.0 kcal per mole

Geometry as XYZ:
```
17
Properties=species:S:1:pos:R:3:forces:R:3:mulliken_charge:R:1
C -0.95196 2.23194 -0.88421 -0.026 0.702 1.190 -1.272
C -0.71190 0.72919 -0.90877 -3.036 -0.314 0.699 -0.335
C 0.05106 0.12683 0.28279 0.575 1.454 -0.113 -0.571
C 0.31968 -1.35553 0.16496 -0.978 -0.997 -0.673 -0.311
C 1.36531 -1.93270 1.10762 -1.178 0.960 1.614 -1.205
H -1.48316 2.68310 -1.73338 0.357 -0.544 -0.078 0.338
H -0.07769 2.84581 -0.64719 0.210 -0.173 -0.338 0.333
H -1.61345 2.40334 -0.03628 -0.151 0.255 0.181 0.317
H -0.28072 0.46220 -1.84308 0.386 -0.626 -0.781 0.370
H -1.83320 0.35799 -0.85549 2.205 -0.042 -0.476 0.175
H 1.02694 0.64708 0.30820 -0.193 -0.054 0.179 0.341
H -0.48291 0.41153 1.20680 0.266 -0.278 -0.179 0.275
H -0.64727 -1.85713 0.36608 0.385 -0.067 -0.425 0.249
H 0.58717 -1.54379 -0.89398 -0.096 -0.100 0.466 0.310
H 2.11211 -1.16839 1.27986 0.784 -0.346 -0.136 0.315
H 0.91912 -2.10371 2.09711 -0.262 0.643 0.109 0.292
H 1.70087 -2.93777 0.98896 0.753 -0.475 -1.239 0.379
```
Positions in Å, forces in eV/Å.